No. 1
DFT (ωB97M-V/def2-TZVPD) results for a single C31H50Br2N2O7 molecule in a non-equilibrium geometry.

lowest unoccupied orbital energy: 0.3906 eV
gap between HOMO and LUMO: 8.66 eV

XYZ file:
```
92
Properties=species:S:1:pos:R:3:mulliken_charge:R:1
C -0.67 2.14 1.29 -1.353
C -0.94 0.92 0.79 0.543
C -0.18 -0.38 0.97 2.482
C -1.03 -1.21 2.00 -1.501
O -2.36 -0.75 2.15 -0.213
C -3.39 -1.43 1.54 1.901
C -3.36 -2.79 1.28 -0.799
C -4.41 -3.46 0.67 0.745
C -4.32 -4.94 0.36 -1.374
C -5.55 -2.74 0.33 -1.144
C -5.59 -1.38 0.62 -0.732
C -4.55 -0.70 1.23 -0.216
C -4.75 0.78 1.52 0.242
C -4.34 1.69 0.32 -1.148
C -4.18 1.28 2.87 -1.431
O 1.10 -0.37 1.56 -0.271
C 2.15 0.58 1.34 0.034
C 2.29 1.41 2.63 -1.084
O 3.39 2.29 2.55 -0.389
C 3.08 3.67 2.52 -0.364
C 3.98 4.39 1.53 -0.799
O 3.23 4.65 0.36 -0.352
C 4.03 4.99 -0.76 -0.379
C 3.21 4.83 -2.04 -0.903
C 2.22 1.37 0.04 0.890
C 3.21 0.82 -0.96 0.471
C 2.81 0.81 -2.41 -0.984
N 4.36 0.45 -0.57 -0.642
C -0.11 -1.14 -0.44 -1.069
O -1.08 -2.12 -0.49 -0.173
O -0.36 -0.15 -1.45 0.039
C -1.52 -0.28 -2.24 -0.039
C -1.56 0.93 -3.17 -1.515
O 1.16 -1.58 -0.81 1.065
C 1.65 -2.85 -0.42 1.372
C 1.33 -3.33 0.99 -2.202
N 3.12 -2.73 -0.53 -0.476
C 1.27 -3.94 -1.47 -0.945
Br 0.37 -5.51 -0.88 -0.073
C 1.56 -3.81 -2.77 0.198
C 2.22 -2.61 -3.39 -0.846
Br 1.13 -5.16 -4.03 -0.144
H -0.47 2.31 2.34 0.300
H -0.71 3.00 0.63 0.156
H -1.85 0.81 0.21 -0.650
H -0.55 -0.99 2.96 0.163
H -0.94 -2.27 1.87 0.306
H -2.49 -3.37 1.55 0.327
H -3.99 -5.48 1.24 0.346
H -3.60 -5.10 -0.44 0.229
H -5.30 -5.30 0.04 0.386
H -6.41 -3.20 -0.13 0.345
H -6.49 -0.83 0.38 0.374
H -5.83 0.91 1.60 0.812
H -5.23 2.05 -0.19 0.355
H -3.82 1.09 -0.42 0.137
H -3.72 2.52 0.64 0.354
H -3.25 1.82 2.70 0.198
H -4.87 1.95 3.37 0.406
H -3.91 0.44 3.51 0.250
H 3.08 0.00 1.35 0.409
H 2.52 0.69 3.42 0.272
H 1.36 1.89 2.92 0.342
H 3.16 4.10 3.52 0.452
H 2.05 3.84 2.19 0.212
H 4.26 5.36 1.97 0.438
H 4.88 3.81 1.32 0.360
H 4.35 6.03 -0.67 0.429
H 4.91 4.34 -0.81 0.305
H 2.24 4.38 -1.81 0.195
H 3.72 4.18 -2.74 0.237
H 3.00 5.79 -2.51 0.337
H 1.27 1.51 -0.47 -0.266
H 2.59 2.37 0.28 -0.189
H 3.19 1.74 -2.85 0.242
H 3.28 0.00 -2.95 0.399
H 1.73 0.83 -2.54 -0.214
H 4.92 0.12 -1.35 0.388
H -0.88 -2.77 -1.17 0.368
H -1.52 -1.17 -2.87 0.433
H -2.44 -0.26 -1.64 -0.001
H -0.57 1.05 -3.61 0.265
H -2.25 0.73 -3.98 0.445
H -1.87 1.83 -2.64 0.293
H 0.28 -3.59 1.12 0.282
H 1.86 -4.27 1.13 0.728
H 1.68 -2.64 1.75 0.301
H 3.50 -3.66 -0.59 0.351
H 3.46 -2.32 0.34 0.313
H 3.20 -2.43 -2.96 0.206
H 2.27 -2.72 -4.47 0.546
H 1.60 -1.74 -3.18 -0.093
```

No. 2
DFT (ωB97M-V/def2-TZVPD) results for a molecular structure, C31H50BrN8OReSi4.

spin multiplicity: 4
<S²>: 3.771
lowest unoccupied orbital energy (alpha / beta): -3.5700 / -4.5557 eV
gap between HOMO and LUMO (alpha / beta): 6.99 / 6.15 eV
charge: +1

XYZ file:
```
96
Properties=species:S:1:pos:R:3:mulliken_spin:R:1
Re -0.12 0.26 -0.54 2.220
C -3.63 -3.64 -0.81 0.001
C -2.73 -3.23 -1.94 0.001
C -2.58 -4.02 -3.05 0.016
C -1.72 -3.58 -4.05 -0.003
C -1.05 -2.39 -3.91 0.000
C -1.23 -1.62 -2.75 -0.037
N -2.09 -2.06 -1.81 0.008
N -0.55 -0.44 -2.51 0.124
Si 0.33 0.29 -3.88 0.002
C 0.96 1.99 -3.41 0.052
C -0.86 0.50 -5.32 0.002
C 1.85 -0.68 -4.39 0.010
H -4.68 -3.59 -1.11 0.000
H -3.50 -3.00 0.06 0.000
H -3.43 -4.67 -0.51 0.000
H -3.10 -4.97 -3.13 0.001
H -1.57 -4.18 -4.94 0.000
H -0.37 -2.07 -4.68 0.004
H 0.18 2.76 -3.45 0.002
H 1.72 2.27 -4.14 0.002
H 1.45 2.04 -2.43 -0.021
H -1.90 0.37 -5.02 0.000
H -0.66 -0.21 -6.12 0.000
H -0.75 1.50 -5.74 0.000
H 2.65 -0.57 -3.65 -0.002
H 2.21 -0.26 -5.33 0.000
H 1.68 -1.74 -4.54 0.001
C 1.98 -0.30 3.36 0.009
Si 2.16 1.12 2.14 0.040
C 3.70 0.82 1.09 -0.001
C 2.68 2.62 3.16 0.003
C 0.48 1.45 1.24 0.104
Si -0.85 1.39 2.61 0.032
C -1.12 -0.38 3.25 0.040
C -2.53 2.10 2.06 0.011
C -0.46 2.36 4.17 0.007
Si 0.63 3.20 0.56 0.124
C 0.23 4.64 1.68 0.001
C 2.24 3.56 -0.33 -0.014
C -0.74 3.24 -0.75 0.013
C -1.33 4.39 -1.26 -0.012
C -2.39 4.30 -2.15 0.019
C -2.86 3.05 -2.51 -0.006
C -2.23 1.93 -2.00 0.037
N -1.19 2.03 -1.15 -0.041
H 2.98 -0.64 3.64 0.001
H 1.45 -1.16 2.95 -0.005
H 1.48 0.02 4.27 0.001
H 4.26 1.75 1.00 -0.001
H 3.55 0.42 0.09 -0.001
H 4.33 0.11 1.63 0.002
H 3.62 2.34 3.64 0.000
H 1.98 2.90 3.95 -0.001
H 2.88 3.50 2.56 0.000
H -0.60 -1.15 2.67 -0.022
H -2.18 -0.62 3.32 0.004
H -0.72 -0.46 4.26 0.000
H -2.56 2.51 1.05 -0.001
H -2.80 2.92 2.73 0.000
H -3.33 1.36 2.15 0.001
H 0.38 1.97 4.73 0.000
H -1.35 2.27 4.81 0.000
H -0.30 3.43 4.00 -0.001
H 0.88 4.68 2.55 0.000
H -0.81 4.63 2.02 0.000
H 0.39 5.57 1.13 -0.001
H 2.96 4.02 0.34 -0.001
H 2.06 4.25 -1.15 -0.001
H 2.71 2.66 -0.75 -0.001
H -0.96 5.36 -0.94 0.000
H -2.85 5.20 -2.54 0.000
H -3.69 2.92 -3.19 0.000
H -2.53 0.94 -2.28 0.007
N -2.03 -0.31 0.18 0.055
H -2.01 -0.75 1.09 -0.005
H -2.30 -1.04 -0.56 -0.002
H -2.71 0.45 0.23 0.006
O 1.83 -0.21 -1.10 0.078
N 1.19 -1.29 -0.72 0.146
C 1.58 -2.48 -1.00 -0.019
C 2.82 -2.70 -1.69 -0.014
N 3.80 -2.88 -2.25 0.014
C 0.72 -3.59 -0.70 0.001
N 0.05 -4.50 -0.52 0.012
Br 3.49 -3.05 1.74 0.000
C 1.96 -3.79 2.62 0.002
C 2.15 -4.89 3.44 0.000
C 1.03 -5.42 4.05 0.000
C -0.21 -4.83 3.82 0.000
C -0.26 -3.73 2.99 0.002
N 0.81 -3.20 2.39 -0.002
H 3.14 -5.31 3.58 0.000
H 1.12 -6.28 4.70 0.000
H -1.11 -5.22 4.27 0.000
H -1.21 -3.25 2.78 0.000
```

No. 3
DFT (ωB97M-V/def2-TZVPD) results for a molecular structure, C31H50Cl2NOPZr in a non-equilibrium geometry.

lowest unoccupied orbital energy: -0.2891 eV
gap between HOMO and LUMO: 5.29 eV

XYZ file:
```
87
Properties=species:S:1:pos:R:3:mulliken_charge:R:1
P -0.13 0.94 -1.76 0.525
C -1.77 0.37 -2.33 0.217
C -2.26 1.09 -3.58 -0.536
C -3.70 0.64 -3.84 -0.956
C -3.85 -0.90 -3.92 -0.705
C -3.22 -1.63 -2.73 -0.948
C -1.79 -1.16 -2.46 0.146
C 1.26 0.20 -2.70 0.007
C 1.14 0.52 -4.18 -0.759
C 2.48 0.16 -4.83 -0.865
C 2.92 -1.29 -4.54 -0.755
C 2.82 -1.69 -3.06 -0.686
C 1.47 -1.31 -2.44 0.385
C -0.03 2.76 -1.88 0.569
C -1.18 3.35 -1.05 -0.599
C -1.11 4.88 -0.95 -1.043
C 0.26 5.39 -0.47 -0.668
C 1.41 4.78 -1.27 -0.972
C 1.33 3.26 -1.34 -0.660
H -2.42 0.63 -1.48 0.482
H -1.63 0.87 -4.45 0.131
H -2.24 2.18 -3.42 0.334
H -4.07 1.10 -4.77 0.395
H -4.33 1.01 -3.02 0.370
H -4.91 -1.16 -3.99 0.405
H -3.35 -1.24 -4.84 0.316
H -3.82 -1.45 -1.82 0.393
H -3.22 -2.71 -2.91 0.411
H -1.40 -1.63 -1.54 -0.797
H -1.15 -1.49 -3.30 0.159
H 2.14 0.72 -2.28 0.574
H 3.24 0.85 -4.45 0.356
H 0.92 1.59 -4.33 0.205
H 0.32 -0.06 -4.64 0.245
H 2.41 0.33 -5.91 0.399
H 3.95 -1.43 -4.89 0.408
H 2.27 -1.95 -5.12 0.292
H 2.98 -2.77 -2.96 0.384
H 3.62 -1.19 -2.49 0.390
H 1.45 -1.53 -1.37 -1.045
H 0.68 -1.90 -2.91 0.371
H -0.14 2.96 -2.96 0.652
H -2.16 3.06 -1.46 0.315
H -1.12 2.93 -0.03 -0.104
H -1.31 5.30 -1.95 0.382
H -1.90 5.23 -0.29 0.384
H 0.38 5.13 0.59 0.312
H 0.29 6.48 -0.55 0.368
H 2.37 5.06 -0.82 0.400
H 1.41 5.19 -2.29 0.389
H 2.17 2.86 -1.94 0.277
H 1.46 2.86 -0.33 0.051
Zr 0.85 -0.71 1.99 0.572
Cl 2.43 0.57 0.75 -0.507
Cl -0.89 0.89 1.82 -0.529
C -0.21 -2.02 0.67 -1.349
H -1.25 -1.98 0.36 0.635
C 0.44 -3.28 0.77 1.671
C 1.87 -3.26 0.98 0.065
C 2.61 -4.43 1.01 -1.132
C 1.95 -5.67 0.89 -0.589
C 0.55 -5.71 0.75 -0.349
C -0.20 -4.56 0.70 -0.761
H 2.42 -2.28 1.02 0.280
H 3.69 -4.38 1.12 0.402
H 0.05 -6.68 0.67 0.346
H -1.30 -4.57 0.62 0.353
H 2.53 -6.59 0.90 0.379
O 0.97 -1.13 3.94 -0.719
C 0.47 -0.93 5.12 0.523
C 1.37 -0.52 6.21 -0.618
C 0.93 0.85 6.76 -0.600
C -0.23 0.77 7.73 -0.652
C -1.60 0.49 7.11 -0.492
C -1.70 -0.87 6.44 -0.782
N -0.84 -1.03 5.25 0.005
H 1.36 -1.29 6.99 0.322
H 2.37 -0.43 5.78 0.325
H 1.78 1.31 7.28 0.398
H 0.68 1.54 5.94 0.314
H -0.02 -0.01 8.47 0.300
H -0.29 1.72 8.27 0.311
H -2.35 0.51 7.91 0.327
H -1.87 1.28 6.39 0.300
H -1.47 -1.67 7.17 0.317
H -2.73 -1.00 6.09 0.377
H -1.33 -1.13 4.36 0.257
```

No. 4
DFT (ωB97M-V/def2-TZVPD) results for 5 unconnected molecules or ions with the total composition C31H50N3O4S2 in a non-equilibrium geometry.

lowest unoccupied orbital energy: 1.8803 eV
gap between HOMO and LUMO: 3.63 eV
charge: -1

XYZ file:
```
90
Properties=species:S:1:pos:R:3:mulliken_charge:R:1
C -2.94 -1.14 -0.16 -1.144
C -1.51 -1.41 0.33 0.658
C -0.57 -2.17 -0.42 -0.751
C 0.70 -2.44 0.01 -0.711
C 1.07 -1.87 1.29 0.131
C 0.18 -1.14 2.02 -1.283
C -1.11 -0.90 1.55 1.257
C -2.00 -0.02 2.46 -0.656
N -1.34 1.28 2.51 -0.685
C -1.96 2.18 1.57 0.512
C -1.05 3.40 1.28 -0.444
C -0.62 3.51 -0.21 -0.775
S 1.18 3.35 -0.43 0.031
C 1.96 4.58 0.55 -0.057
S 1.39 6.10 0.66 -0.218
N 3.14 4.20 1.24 0.287
C 3.16 3.15 2.11 -0.134
C 4.47 3.14 2.56 -0.573
N 5.17 4.15 1.96 -0.719
C 4.37 4.78 1.15 -0.080
H -3.19 -0.08 -0.24 0.248
H -3.09 -1.71 -1.09 0.304
H -3.63 -1.58 0.59 0.095
H -0.90 -2.57 -1.39 0.410
H 1.37 -3.04 -0.60 0.326
H 2.06 -2.02 1.72 0.231
H 0.51 -0.74 2.98 0.362
H -2.99 0.03 1.98 0.129
H -2.08 -0.45 3.48 0.191
H -2.24 1.70 0.59 -0.484
H -2.93 2.55 2.03 -0.096
H -0.18 3.42 1.94 0.328
H -1.66 4.29 1.50 0.270
H -1.12 2.75 -0.83 0.382
H -0.97 4.48 -0.59 0.385
H 2.30 2.53 2.35 0.478
H 4.85 2.42 3.27 0.383
H 4.65 5.64 0.55 0.420
C 4.56 3.69 -2.74 -0.280
C 5.93 4.12 -3.24 -0.606
C 5.57 5.04 -4.40 -0.490
O 4.32 5.64 -4.06 -0.450
C 3.75 4.96 -2.93 -0.167
H 4.56 3.34 -1.71 0.242
H 4.16 2.89 -3.37 0.228
H 6.46 4.68 -2.46 0.262
H 6.57 3.29 -3.55 0.353
H 5.44 4.48 -5.33 0.267
H 6.32 5.82 -4.57 0.282
H 3.84 5.63 -2.06 0.145
H 2.70 4.77 -3.11 0.220
C 5.48 -3.64 -0.80 -0.657
C 6.11 -2.43 -1.47 -0.567
C 4.97 -1.43 -1.44 -0.392
O 4.19 -1.72 -0.28 -0.291
C 4.60 -2.99 0.25 -0.335
H 6.21 -4.34 -0.38 0.357
H 4.86 -4.19 -1.52 0.276
H 6.95 -2.07 -0.87 0.262
H 6.48 -2.63 -2.48 0.350
H 4.32 -1.53 -2.32 0.280
H 5.32 -0.39 -1.39 0.196
H 5.17 -2.80 1.18 0.266
H 3.72 -3.58 0.50 0.248
C -5.02 -5.19 -2.06 -0.515
C -5.45 -5.01 -3.51 -0.546
C -4.51 -3.90 -3.98 -0.426
O -3.30 -4.05 -3.22 -0.375
C -3.52 -4.97 -2.15 -0.316
H -5.28 -6.16 -1.64 0.357
H -5.48 -4.41 -1.44 0.214
H -5.25 -5.92 -4.08 0.255
H -6.50 -4.75 -3.63 0.335
H -4.92 -2.91 -3.76 0.266
H -4.28 -3.96 -5.04 0.252
H -3.00 -5.90 -2.39 0.298
H -3.09 -4.55 -1.24 0.215
C -6.10 -1.99 4.48 -0.624
C -6.72 -0.61 4.65 -0.547
C -5.68 0.29 4.00 -0.514
O -5.06 -0.48 2.97 -0.259
C -5.43 -1.85 3.12 -0.328
H -6.81 -2.81 4.53 0.346
H -5.34 -2.15 5.25 0.287
H -7.66 -0.56 4.10 0.263
H -6.93 -0.34 5.69 0.324
H -4.91 0.58 4.72 0.271
H -6.11 1.19 3.57 0.292
H -6.13 -2.10 2.31 0.223
H -4.55 -2.48 3.02 0.241
```

No. 5
DFT (ωB97M-V/def2-TZVPD) results for a molecular structure, C31H50N3OP2Ti in a non-equilibrium geometry.

spin multiplicity: 3
<S²>: 2.014
lowest unoccupied orbital energy (alpha / beta): -3.2380 / -3.3633 eV
gap between HOMO and LUMO (alpha / beta): 5.70 / 5.65 eV
charge: +1

XYZ file:
```
88
Properties=species:S:1:pos:R:3:mulliken_spin:R:1
C 1.37 -0.69 -2.02 0.031
C 2.05 1.20 -0.76 0.036
C 2.11 -0.28 -3.11 0.010
C 2.96 1.54 -1.79 0.010
C 2.99 0.81 -2.97 0.003
H 2.01 -0.83 -4.05 0.000
H 3.60 2.40 -1.63 0.000
H 3.66 1.07 -3.78 0.000
N 1.43 -0.03 -0.84 -0.147
P 0.31 -2.66 -0.44 -0.038
P 0.45 2.04 1.51 0.144
C 0.41 -1.85 -2.10 0.018
H -0.59 -1.50 -2.41 0.000
H 0.73 -2.57 -2.87 -0.001
C 1.72 2.09 0.28 -0.054
H 2.39 2.95 0.38 0.001
C -0.46 3.69 0.96 0.006
C 1.28 2.33 3.24 -0.077
C -1.29 -3.66 -0.55 0.013
C 1.87 -3.73 -0.54 0.002
C -1.94 3.49 1.26 0.002
H -2.14 3.30 2.33 0.000
H -2.49 4.40 0.98 0.000
H -2.36 2.66 0.68 0.001
C 0.06 4.96 1.65 0.001
H -0.04 4.96 2.74 0.000
H 1.10 5.18 1.38 0.000
H -0.55 5.81 1.28 -0.001
C -0.28 3.93 -0.55 0.000
H -0.94 4.76 -0.86 0.002
H 0.75 4.19 -0.81 0.000
H -0.57 3.05 -1.13 0.001
C 0.19 2.76 4.24 -0.004
H -0.55 1.96 4.40 0.001
H 0.67 2.97 5.21 0.000
H -0.36 3.66 3.95 0.000
C 1.91 1.03 3.76 0.101
H 1.19 0.24 3.96 0.001
H 2.69 0.65 3.08 0.009
H 2.41 1.26 4.72 -0.001
C 2.42 3.35 3.14 0.002
H 2.09 4.35 2.85 0.000
H 2.88 3.44 4.13 0.000
H 3.19 3.01 2.44 -0.002
C 1.79 -4.78 0.58 0.002
H 2.75 -5.31 0.61 0.000
H 1.64 -4.31 1.56 -0.004
H 1.00 -5.53 0.40 0.001
C 3.09 -2.83 -0.30 0.029
H 3.24 -2.11 -1.12 0.002
H 3.04 -2.29 0.65 0.005
H 3.98 -3.49 -0.27 0.002
C 2.09 -4.42 -1.90 0.000
H 2.95 -5.10 -1.78 -0.001
H 1.24 -5.03 -2.23 0.001
H 2.35 -3.71 -2.70 0.000
C -2.45 -2.75 -0.99 0.008
H -2.38 -2.47 -2.05 0.000
H -3.39 -3.29 -0.85 0.000
H -2.50 -1.82 -0.40 0.010
C -1.58 -4.23 0.84 0.009
H -1.68 -3.44 1.60 0.003
H -2.54 -4.78 0.80 0.001
H -0.81 -4.93 1.18 0.001
C -1.16 -4.81 -1.57 0.003
H -0.90 -4.44 -2.57 0.000
H -0.44 -5.57 -1.26 0.000
H -2.14 -5.30 -1.65 -0.001
Ti 0.30 -0.49 0.88 1.412
C 1.30 -1.65 2.10 0.189
O 1.83 -2.32 2.92 0.218
N -1.29 0.21 -0.19 -0.092
C -1.47 1.08 -1.01 0.069
C -2.45 1.50 -1.96 -0.007
C -3.77 1.06 -1.74 0.015
C -2.14 2.27 -3.10 0.016
C -4.78 1.40 -2.63 -0.006
H -3.98 0.45 -0.85 0.002
C -3.17 2.63 -3.98 -0.007
H -1.11 2.58 -3.27 0.001
C -4.49 2.19 -3.75 0.014
H -5.79 1.04 -2.45 0.000
H -2.95 3.25 -4.85 0.000
H -5.28 2.47 -4.44 0.000
N -1.35 -0.63 2.41 0.017
H -2.11 -1.23 2.07 0.002
H -1.75 0.29 2.60 0.009
H -1.05 -1.01 3.32 0.007
```

no.,DFT total energy (a.u.)
1,-6995.2532
2,-5534.7113
3,-2650.1013
4,-2472.6814
5,-2982.7134